A 10-piece molecular cluster, C28H66Cl4N7O11P overall. Source: the OMol25 dataset; level of theory: wB97M-V/def2-TZVPD.

Output
Orbital gap ... 0.3150 Ha
SMILES ... COP(=O)(OC)OC.CNC(C)=O.CNC(C)=O.CNC(C)=O.CNC(C)=O.CNC(C)=O.CNC(C)=O.CNC(C)=O.ClCCCl.ClCCCl
Calculated total energy ... -122444.9815 eV
Lowest unoccupied orbital energy ... 0.241 eV

Each line ends with the Mulliken charge.
Atoms and positions in Å:
C  -2.02  -2.95  -2.61  -0.0577
C  -2.32  -4.30  -3.23  0.6068
O  -1.55  -5.27  -3.17  -0.7552
N  -3.52  -4.41  -3.84  -0.1097
C  -4.02  -5.62  -4.48  -1.0402
H  -1.02  -2.88  -2.21  -0.5364
H  -2.78  -2.78  -1.85  0.2312
H  -2.23  -2.18  -3.36  0.3824
H  -4.03  -3.57  -4.05  0.2904
H  -4.23  -5.36  -5.51  0.3326
H  -4.93  -5.93  -3.96  0.3017
H  -3.30  -6.42  -4.45  0.3344
C  2.50  -5.93  0.27  -1.5853
C  1.48  -5.05  -0.40  0.9654
O  1.61  -3.83  -0.38  -0.5508
N  0.41  -5.64  -0.95  0.1320
C  0.08  -7.04  -0.96  -1.0436
H  2.69  -6.82  -0.34  0.4782
H  2.17  -6.28  1.24  0.3361
H  3.44  -5.40  0.36  0.3034
H  -0.21  -5.02  -1.44  0.0058
H  0.81  -7.62  -0.40  0.4264
H  0.04  -7.39  -1.99  0.2804
H  -0.93  -7.21  -0.57  0.2876
C  -4.83  -0.19  -2.04  -1.1185
C  -5.14  -0.55  -3.48  0.5537
O  -4.87  -1.65  -3.95  -0.6843
N  -5.66  0.47  -4.21  -0.1533
C  -6.24  0.31  -5.52  -0.8843
H  -3.88  0.32  -1.98  0.2565
H  -4.74  -1.06  -1.40  0.3193
H  -5.66  0.37  -1.61  0.4648
H  -5.69  1.37  -3.78  0.2484
H  -5.49  0.24  -6.31  0.2629
H  -6.92  1.14  -5.70  0.3589
H  -6.80  -0.62  -5.56  0.2838
C  8.15  0.72  0.14  -1.0879
C  6.68  0.82  0.46  0.5909
O  6.14  0.10  1.30  -0.7371
N  6.00  1.82  -0.16  -0.1055
C  4.67  2.27  0.23  -0.1001
H  8.45  1.42  -0.64  0.3271
H  8.29  -0.29  -0.27  0.3031
H  8.76  0.77  1.03  0.2819
H  6.44  2.29  -0.93  0.2460
H  4.02  2.35  -0.65  0.3263
H  4.72  3.24  0.72  0.1747
H  4.23  1.53  0.89  -0.4246
C  -5.01  3.46  3.80  -1.1328
C  -3.95  2.46  3.40  0.6727
O  -2.77  2.66  3.69  -0.8243
N  -4.34  1.33  2.79  -0.1253
C  -3.42  0.29  2.32  -0.5398
H  -5.88  3.37  3.14  0.3905
H  -4.63  4.47  3.74  0.3151
H  -5.28  3.23  4.84  0.2580
H  -5.34  1.19  2.71  0.2037
H  -3.17  -0.33  3.18  0.2923
H  -2.55  0.76  1.88  -0.0516
H  -3.95  -0.24  1.53  0.3581
C  3.61  -2.14  2.46  -0.7822
C  3.15  -0.94  3.27  0.6179
O  2.11  -0.96  3.88  -0.6156
N  3.97  0.13  3.22  -0.0122
C  3.70  1.39  3.86  -0.8299
H  2.92  -2.31  1.64  0.0603
H  3.63  -3.03  3.10  0.4058
H  4.65  -2.03  2.15  0.2698
H  4.77  0.14  2.60  0.3314
H  2.64  1.60  3.95  0.1274
H  4.25  2.17  3.34  0.2917
H  4.10  1.38  4.88  0.3447
C  -3.55  0.94  6.90  -0.8149
C  -2.12  0.50  6.74  0.7859
O  -1.63  -0.31  7.51  -0.6858
N  -1.48  0.94  5.64  0.1422
C  -0.08  0.72  5.35  -0.9216
H  -3.80  1.76  6.22  0.0220
H  -3.77  1.22  7.92  0.3653
H  -4.19  0.12  6.57  0.2236
H  -2.00  1.56  5.02  0.0937
H  0.42  1.69  5.35  0.3012
H  0.09  0.19  4.42  0.2535
H  0.37  0.08  6.10  0.3679
C  3.57  5.66  -1.21  -0.6424
O  2.28  5.03  -1.09  -0.1466
P  1.05  5.96  -0.72  1.0251
O  1.26  6.90  0.36  -0.7678
O  0.71  6.64  -2.13  -0.3394
C  0.48  8.03  -2.20  -0.7381
O  -0.11  4.93  -0.50  -0.2269
C  -0.36  3.94  -1.50  -0.4524
H  3.59  6.59  -0.64  0.3538
H  3.80  5.82  -2.26  0.2850
H  4.31  4.98  -0.79  0.1038
H  1.00  8.61  -1.45  0.3313
H  -0.58  8.27  -2.07  0.2909
H  0.74  8.36  -3.21  0.2422
H  -1.20  3.31  -1.23  0.0932
H  0.51  3.31  -1.70  0.2278
H  -0.57  4.40  -2.47  0.3377
Cl  1.20  -1.29  -3.02  -0.1306
C  1.73  -2.91  -3.54  -0.0876
C  2.17  -2.89  -4.99  -0.5946
Cl  0.92  -2.29  -6.09  -0.1974
H  0.85  -3.56  -3.47  0.0030
H  2.51  -3.25  -2.88  0.3099
H  2.40  -3.91  -5.30  0.3593
H  3.11  -2.36  -5.13  0.3692
Cl  1.15  2.04  1.15  -0.0721
C  1.24  0.53  0.21  -0.4318
C  -0.04  -0.27  0.26  -0.0332
Cl  -1.37  0.62  -0.51  -0.0407
H  2.05  -0.13  0.52  0.1821
H  1.46  0.82  -0.82  0.3394
H  -0.24  -0.43  1.32  0.3819
H  0.14  -1.19  -0.28  -0.2115